ORCA calculation (the ωB97M-V functional and the def2-TZVPD basis) on 17 unconnected molecules or ions with the total composition C8H44ClO16P in a non-equilibrium geometry.

Geometry (Å):
Cl  -0.9171  -1.9433  2.0164
P  -1.7424  -1.6393  -0.0030
C  -2.4018  -1.3049  -1.7416
C  -3.6794  -2.1468  -2.1379
C  -4.8918  -1.6416  -1.2690
C  -5.0886  -0.2124  -1.0672
C  -6.2119  0.1764  -0.2080
C  -7.0720  -0.8005  0.4261
C  -6.8431  -2.2072  0.1689
C  -5.7444  -2.6583  -0.6745
H  -2.9793  -1.3698  0.6347
H  -0.8565  -0.5265  -0.1528
H  -1.2696  -2.9409  -0.3422
H  -2.5276  -0.2003  -1.9101
H  -1.5909  -1.6170  -2.4673
H  -3.8972  -2.0599  -3.2366
H  -3.4583  -3.2399  -1.9750
H  -4.4210  0.5461  -1.5201
H  -6.3728  1.2593  -0.0229
H  -7.8972  -0.4662  1.0963
H  -7.4733  -2.9991  0.6344
H  -5.5666  -3.7439  -0.8360
O  0.2892  1.1916  -1.1176
H  0.7972  1.7536  -0.5168
H  0.4119  1.6035  -1.9808
O  1.2227  -0.3902  4.4236
H  1.5897  -1.1534  4.8891
H  0.4231  -0.7326  4.0064
O  3.3243  0.8856  2.2375
H  4.1871  1.0015  2.6593
H  2.7167  0.7589  2.9787
O  2.1422  -3.4759  4.8576
H  2.6507  -4.2225  4.5215
H  1.2329  -3.6827  4.6104
O  -1.6652  3.5648  -1.8612
H  -2.6120  3.5309  -1.6923
H  -1.2981  2.9083  -1.2564
O  -1.9402  3.3699  0.8283
H  -1.0885  3.4597  1.2714
H  -2.5695  3.2639  1.5516
O  5.4431  2.8027  2.6387
H  5.4248  3.5155  3.2939
H  4.6953  2.9986  2.0614
O  4.8341  -1.3728  0.7802
H  4.8170  -0.6624  1.4314
H  4.0865  -1.1751  0.2025
O  -2.5837  -1.3186  -4.8472
H  -2.1163  -0.4924  -4.6779
H  -1.8862  -1.9332  -5.1038
O  1.6503  3.7338  -1.0203
H  0.8269  4.0039  -1.4535
H  1.8591  4.4731  -0.4361
O  -5.3407  -4.8327  -3.4681
H  -5.1606  -5.3679  -4.2492
H  -5.2417  -3.9245  -3.7779
O  5.6781  -2.9553  -1.9366
H  5.6614  -2.2428  -1.2839
H  4.9333  -2.7598  -2.5154
O  4.2299  4.9075  4.2547
H  3.3903  5.1576  3.8527
H  4.4406  5.6458  4.8379
O  3.9075  -4.1014  0.6715
H  4.3658  -3.2633  0.8356
H  4.6082  -4.6993  0.3890
O  6.2407  2.4879  -0.2978
H  7.1003  2.6026  0.1222
H  5.6366  2.3629  0.4424
O  3.7417  5.2096  -2.2492
H  3.2071  4.4038  -2.2386
H  4.6390  4.8977  -2.0815

Force components x, y, z for each atom (eV/Å):
Cl 0.41 -0.29 1.02
P -0.28 1.27 -1.88
C 0.13 -0.76 -1.40
C -0.12 0.76 0.59
C 0.01 -0.58 -0.11
C -2.22 -1.95 1.53
C 0.81 -1.18 -0.45
C 1.34 -0.55 -1.22
C 1.11 0.45 -0.59
C -0.80 2.78 0.74
H 0.40 -0.33 -0.13
H -0.28 -0.73 0.38
H -0.31 0.47 0.40
H -0.03 -1.00 0.26
H -0.57 0.37 0.84
H 0.22 0.19 1.12
H -0.41 0.99 0.14
H -0.64 -0.67 0.36
H 0.02 -0.90 -0.11
H 0.81 -0.36 -0.69
H 0.42 0.91 -0.33
H -0.09 1.05 0.03
O -0.20 0.14 0.00
H 0.16 -0.05 -0.13
H 0.08 -0.12 0.04
O 0.02 0.05 0.12
H 0.13 0.00 -0.15
H 0.04 0.03 -0.18
O 0.28 0.04 -0.01
H -0.13 0.29 0.13
H -0.19 -0.32 0.02
O -0.20 -0.08 0.06
H 0.05 0.16 -0.04
H 0.08 0.02 -0.04
O 0.30 -0.14 -0.51
H 0.12 0.13 0.10
H -0.24 -0.07 0.12
O -0.03 -0.03 0.47
H -0.06 -0.02 -0.05
H 0.04 -0.06 -0.07
O 0.07 -0.06 -0.15
H -0.13 -0.04 -0.03
H -0.10 0.08 0.27
O 0.10 -0.04 -0.37
H -0.19 -0.11 -0.01
H -0.06 0.08 0.20
O 0.30 0.07 -0.36
H -0.11 -0.03 -0.01
H -0.09 0.02 -0.03
O -0.40 0.03 0.10
H 0.02 0.07 0.01
H 0.12 -0.01 -0.13
O 0.08 0.05 -0.17
H -0.04 -0.01 0.10
H -0.04 -0.03 0.10
O -0.08 0.21 -0.02
H 0.11 -0.11 0.06
H 0.06 -0.10 0.03
O -0.09 0.23 0.04
H 0.06 -0.10 0.02
H 0.08 -0.10 -0.02
O 0.13 -0.09 0.09
H -0.08 -0.02 0.07
H -0.10 0.07 -0.09
O -0.08 0.03 -0.10
H -0.10 -0.01 0.02
H 0.28 -0.04 -0.08
O 0.17 -0.14 0.02
H 0.01 0.13 0.07
H -0.04 0.06 -0.04

For the max |F|, the calculation gives 3.33 eV/Å. The net charge is 0. The total energy comes out at -63580.1773 eV. The molecular weight is 462.9 g/mol. The calculation puts the LUMO energy at -0.37 eV. The value obtained for the HOMO energy is -8.9 eV. The value obtained for the gap between HOMO and LUMO is 8.5 eV. As for the spin multiplicity: 1.

Mulliken population analysis, charges in e, atoms 1 to 5: Cl -0.476; P 0.501; C -1.089; C -0.535; C 0.800

=====

ORCA calculation (the ωB97M-V functional and the def2-TZVPD basis) on 2 unconnected molecules or ions with the total composition C2H8N2S in a non-equilibrium geometry.

Geometry (Å):
C  -0.0354  -1.5772  0.7489
N  1.1971  1.5258  -0.7242
C  0.4101  0.5094  -0.3924
N  0.8402  -0.4597  0.3589
H  0.5828  -2.3861  1.1267
H  -0.5576  -1.9251  -0.1345
H  -0.7621  -1.2415  1.4800
H  2.0947  1.7441  -0.3269
H  0.8225  2.2528  -1.3060
H  -0.6840  0.5783  -0.6748
H  1.7670  -0.3762  0.7378
S  -2.6737  0.0690  -0.6857
H  -3.0015  1.2864  -0.2079

Force components x, y, z for each atom (eV/Å):
C 0.24 -0.03 -0.12
N -0.14 0.30 -0.12
C 0.61 0.98 0.07
N -0.38 -0.06 -0.04
H 0.07 0.05 0.12
H -0.15 0.01 0.04
H -0.08 -0.08 0.04
H 0.19 -0.35 0.12
H -0.27 0.01 -0.04
H -0.21 -0.73 -0.25
H 0.21 -0.30 0.17
S -0.06 0.34 0.09
H -0.05 -0.15 -0.07

For the max |F|, the calculation gives 1.16 eV/Å. The net charge is 0. The total energy comes out at -16017.7539 eV. The molecular weight is 92.2 g/mol. The calculation puts the LUMO energy at 0.08 eV. The value obtained for the HOMO energy is -6.6 eV. The value obtained for the gap between HOMO and LUMO is 6.6 eV. As for the spin multiplicity: 1.

Mulliken population analysis, charges in e, atoms 1 to 5: C -0.831; N -0.336; C 0.527; N -0.176; H 0.306

=====

ORCA calculation (the ωB97M-V functional and the def2-TZVPD basis) on a single C5H8O molecule.

Geometry (Å):
O  -0.4948  2.4295  0.5673
C  -0.2833  1.3121  0.1552
C  -1.3021  0.1645  0.1118
C  -0.4858  -1.0909  -0.2464
C  0.9481  -0.7213  0.1981
C  1.0709  0.7357  -0.2445
H  -1.7248  0.1085  1.1215
H  -2.1241  0.3891  -0.5758
H  -0.8876  -1.9980  0.2230
H  -0.4896  -1.2623  -1.3290
H  1.7268  -1.3753  -0.2009
H  0.9851  -0.7986  1.2959
H  1.8528  1.3634  0.1872
H  1.1754  0.8140  -1.3407

Force components x, y, z for each atom (eV/Å):
O 0.07 -0.57 -0.41
C -0.10 0.05 0.14
C -0.01 0.14 0.06
C -0.01 0.05 -0.07
C -0.14 -0.23 0.22
C -0.04 0.60 -0.03
H -0.03 -0.08 -0.13
H 0.14 0.00 0.12
H 0.23 0.23 -0.05
H -0.06 0.07 0.10
H -0.15 0.07 -0.04
H 0.15 0.14 -0.23
H 0.07 -0.32 0.09
H -0.12 -0.14 0.24

The SMILES is O=C1CCCC1. For the max |F|, the calculation gives 0.70 eV/Å. The net charge is 0. The total energy comes out at -7362.1935 eV. The molecular weight is 84.1 g/mol. The calculation puts the LUMO energy at 1.02 eV. The value obtained for the HOMO energy is -9.4 eV. The value obtained for the gap between HOMO and LUMO is 10.4 eV. As for the spin multiplicity: 1.

Mulliken population analysis, charges in e, atoms 1 to 5: O -0.577; C 0.417; C -0.437; C -0.596; C -0.576

=====

ORCA calculation (the ωB97M-V functional and the def2-TZVPD basis) on a single C3H3BrS molecule in a non-equilibrium geometry.

Geometry (Å):
C  0.0936  0.3795  -0.0101
C  1.0960  -0.4799  0.0216
C  -1.3553  0.0043  -0.0793
S  -2.4991  1.0560  0.1103
Br  2.9751  0.1760  0.0748
H  0.1934  1.4292  0.0493
H  1.1823  -1.5068  -0.2474
H  -1.6859  -1.0583  0.0809

Force components x, y, z for each atom (eV/Å):
C -1.50 -1.30 -0.30
C 2.05 1.21 -0.75
C 1.62 -2.37 1.31
S -1.61 1.76 -0.18
Br -1.42 -0.32 0.13
H 0.58 0.96 0.20
H -0.66 -0.62 0.34
H 0.94 0.69 -0.75

The SMILES is S=C/C=C/Br. For the max |F|, the calculation gives 3.15 eV/Å. The net charge is 0. The total energy comes out at -84035.5310 eV. The molecular weight is 151.0 g/mol. The calculation puts the LUMO energy at -0.94 eV. The value obtained for the HOMO energy is -9.1 eV. The value obtained for the gap between HOMO and LUMO is 8.1 eV. As for the spin multiplicity: 1.

Mulliken population analysis, charges in e, atoms 1 to 5: C 0.020; C -0.408; C -0.267; S -0.238; Br -0.161

=====

ORCA calculation (the ωB97M-V functional and the def2-TZVPD basis) on a gas-phase ion, C3H10N3 (charge +1) in a non-equilibrium geometry.

Geometry (Å):
C  -0.6455  0.5747  -0.1881
C  -1.5405  0.5123  0.9834
C  1.6032  -1.3008  0.1843
N  0.6863  0.7680  0.0415
N  -1.1170  0.5086  -1.4467
N  1.8310  0.0756  -0.3195
H  -2.2705  -0.1864  0.7998
H  -2.1322  1.3073  1.2269
H  -0.9746  0.3234  1.8602
H  1.4380  -1.2844  1.2737
H  0.6064  -1.5476  -0.2529
H  2.4347  -2.0072  -0.0801
H  0.7673  0.7681  1.1304
H  -2.0699  0.8479  -1.6228
H  -0.4987  0.5706  -2.2575
H  1.8819  0.0698  -1.3328

Force components x, y, z for each atom (eV/Å):
C 0.90 0.72 -2.32
C 1.88 -0.04 -0.55
C -0.41 -0.43 -0.60
N -1.42 0.07 4.97
N -0.05 0.48 0.79
N 0.34 -0.69 -1.09
H -1.39 -2.34 -0.33
H -1.21 2.97 0.11
H 0.40 -0.60 0.78
H 0.48 0.10 -0.31
H 0.79 -0.95 0.24
H -0.94 0.79 0.15
H -0.07 0.58 -2.52
H 0.48 -0.68 0.16
H -0.15 0.01 0.54
H 0.39 0.00 -0.04

The SMILES is CNNC(C)=[NH2+]. For the max |F|, the calculation gives 5.17 eV/Å. The net charge is +1. The total energy comes out at -7735.1065 eV. The molecular weight is 88.1 g/mol. The calculation puts the LUMO energy at -4.37 eV. The value obtained for the HOMO energy is -14.3 eV. The value obtained for the gap between HOMO and LUMO is 10.0 eV. As for the spin multiplicity: 1.

Mulliken population analysis, charges in e, atoms 1 to 5: C 0.673; C -1.291; C -0.764; N -0.097; N -0.338

=====

ORCA calculation (the ωB97M-V functional and the def2-TZVPD basis) on 3 unconnected molecules or ions with the total composition C4H14NO3 in a non-equilibrium geometry.

Geometry (Å):
O  -1.1147  2.4120  1.2365
C  -0.2074  1.7649  1.8992
C  0.5598  0.6767  1.1950
N  0.0530  0.7449  -0.1990
C  0.7682  1.5566  -1.1901
C  0.3799  -0.7687  1.7474
H  0.1428  1.9729  2.9179
H  1.6530  0.8227  1.2266
H  -0.1805  -0.1740  -0.5642
H  -0.9189  1.1093  -0.0927
H  1.1152  1.0194  -2.0687
H  1.6792  1.9451  -0.7768
H  0.1271  2.3673  -1.5152
H  1.1548  -1.4119  1.3039
H  -0.5434  -1.2396  1.3950
H  0.5122  -0.6620  2.8193
H  -2.2079  -0.7543  -2.8423
H  -1.2683  -1.5864  -1.9454
O  -1.8686  -0.8305  -1.9449
H  -0.6605  -3.0488  -0.4897
H  0.6695  -3.2816  -1.3109
O  0.1557  -2.6341  -0.8008

Force components x, y, z for each atom (eV/Å):
O -0.13 -0.05 0.07
C 0.23 -0.25 0.18
C -0.10 -0.48 0.54
N -0.69 -1.30 -0.82
C 0.26 0.43 -0.50
C 0.58 0.43 -1.12
H -0.30 0.30 -0.17
H -0.05 0.22 -0.47
H 0.73 -0.33 -0.15
H 0.29 1.13 0.62
H -0.46 -0.56 0.04
H 0.17 0.40 0.59
H 0.01 0.17 0.10
H 0.12 0.10 0.40
H -0.33 0.36 0.73
H -0.36 -0.49 0.09
H 0.00 0.00 0.06
H 0.08 -0.02 -0.11
O 0.05 0.02 0.02
H 0.37 -0.28 -0.03
H -0.45 0.12 0.35
O -0.03 0.08 -0.42

For the max |F|, the calculation gives 1.69 eV/Å. The net charge is 0. The total energy comes out at -12004.5033 eV. The molecular weight is 124.2 g/mol. The calculation puts the LUMO energy (spin up / spin down) at -0.14 / -0.17 eV. Its expectation value of S² is 0.754. The value obtained for the HOMO energy (spin up / spin down) is -4.0 / -7.7 eV. The value obtained for the gap between HOMO and LUMO (spin up / spin down) is 3.8 / 7.5 eV. As for the spin multiplicity: 2.

Mulliken population analysis, charges in e, atoms 1 to 5: O -0.748; C -0.397; C 0.200; N 0.113; C -0.966

=====

Among the records above, which one has the highest net charge? C3H10N3